Computed, not measured: 2 unconnected molecules or ions with the total composition C2H10NOS, with the ωB97M-V functional and the def2-TZVPD basis.

Positions of all 15 atoms, in Å:
C -0.666 0.054 0.873
C -1.657 -0.088 -0.238
S -1.189 1.278 -1.657
N 0.717 -0.315 0.151
H -0.582 1.105 1.116
H -0.766 -0.734 1.607
H -1.573 -0.963 -0.893
H -2.689 0.190 -0.088
H -1.020 2.162 -0.609
H 0.816 -0.066 -0.833
H 1.587 -0.097 0.630
H 0.700 -1.342 0.156
H 3.077 -2.393 2.638
H 3.756 -2.080 1.304
O 3.075 -1.753 1.908

Values from the calculation:
2S+1: 2
Kohn-Sham gap (spin up / spin down), hartree: 0.108 / 0.280
E_HOMO (spin up / spin down), eV: -3.0 / -7.7
Energy above the lowest of the compared OMol25 structures with the same formula, charge and spin, kJ/mol: 101.37

Computed, not measured: 2 unconnected molecules or ions with the total composition C5H9NO, with the ωB97M-V functional and the def2-TZVPD basis.

Positions of all 16 atoms, in Å:
C -0.467 1.193 1.257
C 0.158 0.343 1.860
C 0.280 0.241 -1.213
C 0.811 -0.997 2.078
C -0.863 1.042 -1.779
N 0.269 -1.074 -1.188
O 1.190 -1.894 -0.948
H -1.067 2.047 1.358
H 1.222 0.711 -1.214
H 1.170 -1.660 1.265
H 0.034 -1.481 2.603
H 1.503 -0.774 2.753
H -1.823 0.564 -1.461
H -0.795 1.249 -2.856
H -0.917 2.036 -1.301
H -0.706 -1.545 -1.214

Values from the calculation:
Kohn-Sham gap (spin up / spin down), hartree: 0.336 / 0.336
E_HOMO (spin up / spin down), eV: -8.3 / -8.3
Structure (SMILES): C/C=[NH+]/[O-].C#CC
Energy above the lowest of the compared OMol25 structures with the same formula, charge and spin, kJ/mol: 598.28

Computed, not measured: a single C5H6N2O molecule, with the ωB97M-V functional and the def2-TZVPD basis.

Positions of all 14 atoms, in Å:
C -2.330 0.381 0.132
C -1.152 1.026 0.269
C -0.923 -1.120 -0.248
C 2.285 -0.080 -0.516
C 1.153 0.036 0.446
N -2.200 -0.879 -0.214
N -0.213 0.008 0.165
O 1.839 -1.147 0.285
H -3.305 0.752 -0.025
H -1.068 2.018 0.635
H -0.652 -2.122 -0.407
H 1.940 -0.231 -1.552
H 3.247 0.625 -0.406
H 1.381 0.734 1.436

Values from the calculation:
Kohn-Sham gap, hartree: 0.361
E_HOMO, eV: -9.0
Structure (SMILES): c1cn([C@@H]2CO2)cn1
Energy above the lowest of the compared OMol25 structures with the same formula, charge and spin, kJ/mol: 242.83

Computed, not measured: a molecular structure, C28H34ClIMoN4O11P, with the ωB97M-V functional and the def2-TZVPD basis.

Positions of all 81 atoms, in Å:
Mo 0.039 -0.067 -0.736
C 3.652 2.306 0.101
O 2.567 2.217 -0.800
C 3.015 2.242 -2.141
C 1.845 2.246 -3.093
O 1.089 1.028 -3.128
C 1.321 0.169 -4.239
C 1.855 -1.157 -3.787
O 0.938 -1.693 -2.843
C 1.275 -3.031 -2.488
H 4.135 3.287 0.039
H 4.398 1.529 -0.099
H 3.259 2.163 1.108
H 3.659 1.377 -2.329
H 3.587 3.163 -2.311
H 2.219 2.467 -4.094
H 1.155 3.035 -2.799
H 2.015 0.622 -4.948
H 0.358 0.018 -4.732
H 2.838 -1.051 -3.327
H 1.930 -1.824 -4.652
H 1.293 -3.662 -3.378
H 0.513 -3.396 -1.810
H 2.256 -3.066 -2.004
O -1.468 3.501 -1.253
C -0.801 2.805 -0.530
O -0.032 1.807 -0.976
C -0.809 2.797 0.962
P -0.897 0.993 1.429
C -0.439 1.178 3.176
C -1.310 0.828 4.203
C -0.912 0.989 5.524
C 0.345 1.496 5.821
C 1.214 1.848 4.796
C 0.826 1.681 3.475
C -2.651 0.564 1.319
C -3.079 -0.658 1.847
C -4.392 -1.064 1.677
C -5.276 -0.284 0.944
C -4.849 0.919 0.400
C -3.544 1.351 0.591
H -1.605 3.408 1.377
H 0.153 3.166 1.318
H -2.292 0.438 3.974
H -1.592 0.720 6.323
H 0.654 1.605 6.854
H 2.188 2.260 5.025
H 1.517 1.938 2.678
H -2.376 -1.302 2.364
H -4.722 -2.007 2.098
H -6.295 -0.617 0.790
H -5.537 1.532 -0.169
H -3.246 2.303 0.172
O -1.879 -4.161 -1.318
Cl -2.427 -3.227 -0.363
O -2.822 -3.842 0.888
O -3.443 -2.375 -0.930
O -0.486 -1.636 -0.454
I -3.736 -1.629 -5.498
C -2.803 -0.502 -4.050
C -2.909 0.859 -3.840
N -2.127 1.161 -2.801
N -1.518 0.067 -2.312
C -1.924 -0.955 -3.073
H -3.498 1.606 -4.347
H -1.911 2.088 -2.443
H -1.556 -1.950 -2.907
C 1.703 -2.889 3.563
N 2.143 -2.181 2.359
C 3.345 -2.463 1.761
C 3.712 -1.897 0.606
C 2.804 -0.976 -0.040
O 2.989 -0.494 -1.153
N 1.627 -0.643 0.625
C 1.240 -1.326 1.764
O 0.123 -1.221 2.269
H 2.539 -3.449 3.970
H 0.887 -3.568 3.325
H 1.340 -2.175 4.297
H 3.963 -3.187 2.275
H 4.637 -2.149 0.110

Values from the calculation:
2S+1: 3
Kohn-Sham gap (spin up / spin down), hartree: 0.281 / 0.223
Net charge: +1
E_HOMO (spin up / spin down), eV: -11.3 / -11.3
Energy above the lowest of the compared OMol25 structures with the same formula, charge and spin, kJ/mol: 48.39

Computed, not measured: 7 unconnected molecules or ions with the total composition C65H69F8N10O14PS, with the ωB97M-V functional and the def2-TZVPD basis.

Positions of all 168 atoms, in Å:
N -7.707 4.534 -4.747
C -8.981 3.783 -4.583
C -8.775 2.490 -3.783
C -8.847 1.207 -4.635
C -7.452 0.695 -5.044
C -7.085 -0.647 -4.381
C -5.629 -0.948 -4.620
C -5.137 -1.345 -5.872
C -6.024 -1.570 -7.078
C -5.874 -2.976 -7.692
N -5.456 -3.999 -6.692
C -3.766 -1.561 -6.049
C -2.868 -1.407 -5.006
C -3.343 -1.042 -3.755
C -4.708 -0.826 -3.572
S -5.210 -0.372 -1.926
C -3.877 0.732 -1.529
C -4.126 1.902 -0.811
C -5.529 2.236 -0.377
C -5.719 3.528 0.413
C -5.610 3.329 1.929
N -4.440 2.479 2.281
C -3.024 2.716 -0.566
C -1.746 2.377 -1.023
P -0.462 3.579 -0.655
O 0.213 3.364 0.656
C -1.492 1.191 -1.724
C -0.128 0.788 -2.215
C 0.906 0.582 -1.099
O 2.224 0.541 -1.646
C 2.989 1.686 -1.422
C 3.566 2.243 -2.709
F 2.552 2.511 -3.570
F 4.168 3.417 -2.444
C 4.534 1.337 -3.490
F 5.032 2.031 -4.527
F 3.861 0.300 -3.993
C 5.746 0.767 -2.699
F 5.322 -0.186 -1.866
F 6.549 0.176 -3.613
C 6.649 1.756 -1.959
F 6.054 2.180 -0.824
F 6.973 2.800 -2.720
C -2.600 0.363 -1.970
N -2.402 -0.878 -2.675
H -7.664 4.933 -5.676
H -7.719 5.342 -4.138
H -9.683 4.431 -4.059
H -9.404 3.597 -5.567
H -7.805 2.587 -3.303
H -9.546 2.459 -3.014
H -9.356 1.489 -5.554
H -9.444 0.441 -4.148
H -6.695 1.414 -4.731
H -7.357 0.624 -6.122
H -7.697 -1.417 -4.843
H -7.293 -0.578 -3.321
H -5.785 -0.824 -7.834
H -7.061 -1.467 -6.785
H -6.842 -3.296 -8.066
H -5.186 -2.970 -8.536
H -4.465 -4.167 -6.821
H -5.878 -4.875 -6.982
H -3.390 -1.847 -7.021
H -1.812 -1.572 -5.157
H -6.129 2.306 -1.285
H -5.960 1.419 0.203
H -5.079 4.337 0.075
H -6.737 3.878 0.235
H -6.522 2.836 2.256
H -5.495 4.291 2.423
H -3.789 3.018 2.835
H -4.755 1.709 2.854
H -3.146 3.634 -0.014
H -1.122 4.824 -0.635
H 0.445 3.586 -1.733
H 0.241 1.578 -2.874
H -0.153 -0.112 -2.810
H 0.734 -0.410 -0.682
H 0.818 1.282 -0.271
H 2.434 2.502 -0.961
H 3.810 1.455 -0.741
H 7.563 1.228 -1.683
H -2.640 -1.608 -1.996
C 1.361 -5.317 -3.483
C 0.827 -6.466 -2.916
C -0.377 -6.406 -2.232
C -1.027 -5.191 -2.128
C -0.508 -4.033 -2.682
C 0.696 -4.103 -3.363
N -2.313 -5.126 -1.413
O -2.740 -6.148 -0.917
O -2.865 -4.046 -1.362
H 2.299 -5.367 -4.020
H 1.346 -7.410 -3.006
H -0.794 -7.298 -1.790
H -1.028 -3.090 -2.590
H 1.115 -3.208 -3.803
C 1.846 -5.498 3.150
C 1.056 -6.280 2.318
C 1.648 -7.147 1.413
C 3.027 -7.215 1.357
C 3.831 -6.440 2.172
C 3.231 -5.576 3.074
N 3.655 -8.145 0.404
O 2.923 -8.791 -0.318
O 4.868 -8.206 0.392
H 1.382 -4.826 3.859
H -0.022 -6.218 2.375
H 1.036 -7.756 0.766
H 4.907 -6.506 2.109
H 3.845 -4.964 3.721
C 6.014 2.095 2.262
C 5.426 0.851 2.456
C 5.614 0.172 3.648
C 6.388 0.758 4.633
C 6.986 1.993 4.458
C 6.795 2.663 3.261
N 6.570 0.053 5.909
O 6.048 -1.039 6.032
O 7.220 0.605 6.774
H 5.859 2.624 1.337
H 4.818 0.411 1.677
H 5.160 -0.795 3.805
H 7.589 2.429 5.240
H 7.253 3.630 3.107
C 3.915 0.606 7.889
C 3.186 -0.495 8.318
C 1.892 -0.333 8.783
C 1.347 0.938 8.807
C 2.058 2.048 8.390
C 3.353 1.876 7.929
N -0.034 1.111 9.281
O -0.631 0.126 9.658
O -0.504 2.235 9.264
H 4.919 0.470 7.525
H 3.628 -1.481 8.285
H 1.319 -1.185 9.118
H 1.614 3.032 8.420
H 3.924 2.732 7.597
C 8.276 -2.026 -4.860
C 8.464 -3.383 -5.091
C 9.666 -3.841 -5.607
C 10.664 -2.925 -5.883
C 10.495 -1.570 -5.667
C 9.289 -1.122 -5.152
N 11.950 -3.408 -6.413
O 12.064 -4.600 -6.613
O 12.819 -2.585 -6.618
H 7.341 -1.678 -4.457
H 7.675 -4.086 -4.864
H 9.819 -4.894 -5.789
H 11.287 -0.873 -5.894
H 9.139 -0.065 -4.977
C -1.750 4.825 10.504
C -1.669 6.189 10.253
C -2.667 7.041 10.699
C -3.736 6.507 11.395
C -3.838 5.152 11.650
C -2.836 4.309 11.199
N -4.789 7.409 11.887
O -4.684 8.592 11.631
O -5.702 6.918 12.521
H -0.972 4.157 10.160
H -0.824 6.591 9.711
H -2.610 8.102 10.506
H -4.684 4.756 12.193
H -2.899 3.246 11.388

Values from the calculation:
Kohn-Sham gap, hartree: 0.271
E_HOMO, eV: -8.3
Structure (SMILES): NCCCCCc1c(CCN)ccc2c1Sc1c(CCCN)cc([PH2]=O)c(CCOCC(F)(F)C(F)(F)C(F)(F)C(F)F)c1N2.O=[N+]([O-])c1ccccc1.O=[N+]([O-])c1ccccc1.O=[N+]([O-])c1ccccc1.O=[N+]([O-])c1ccccc1.O=[N+]([O-])c1ccccc1.O=[N+]([O-])c1ccccc1